# 1
147
Properties=species:S:1:pos:R:3:forces:R:3 method="wB97M-V/def2-TZVPD" e_tot_ev=-138980.7970 lumo_energy_ev=3.3 charge=-2
C -3.32085 -1.20749 5.56218 0.6701 1.5997 -0.3111
C 0.25016 -0.33851 -1.04835 0.9769 -0.2629 -0.4174
H 0.33347 -1.19802 -5.16928 -0.6100 0.2859 -0.5426
H 0.23604 4.12672 -2.92226 0.7525 0.4702 -0.3065
C -2.45968 -3.27793 4.92101 0.5330 1.4273 -1.9255
H 1.94621 -2.50963 0.95908 -0.3532 0.6779 -1.1726
H 6.13364 -0.36377 1.28482 0.6583 -0.0222 0.1105
H -1.84775 2.07322 0.86736 0.3740 -0.5498 0.0582
H -7.75783 0.80769 1.99453 -0.1963 -0.3517 0.5589
H 4.47106 -1.92713 2.27855 -0.1328 -1.5986 -0.1713
C -5.07883 -0.03008 1.90907 1.3883 0.6352 -0.2308
H 3.83584 -0.78750 1.28626 -0.1114 0.4028 -0.4431
H 2.23873 -5.28976 -2.87517 0.5766 0.6317 -0.1088
H 6.63877 -4.11325 -3.16011 0.3345 0.3333 -0.8513
H -3.61533 -0.25831 5.11447 -0.8476 0.1010 0.3501
H -9.38591 0.70100 0.04715 -0.1553 -1.5102 0.2612
H 2.98446 -3.55832 1.55832 0.0030 -1.4767 0.2028
O 4.28975 0.22044 -3.06892 -0.1180 -0.7607 1.0718
C 1.06985 -1.88609 -4.75406 1.1702 0.0874 0.2100
H -6.06473 4.04436 -0.49561 -0.2358 -0.2338 -0.4901
H -1.02147 -1.31562 4.40793 0.1433 0.1669 -0.1345
H -3.09444 2.27925 -3.65848 -0.0318 0.3094 -0.2575
H 7.06072 2.86537 3.90637 -0.7075 1.0232 1.1421
C -2.30142 2.42991 1.79205 -0.4142 0.5686 -1.3349
H 5.91015 1.69402 3.47689 0.1818 -0.4030 -0.8165
C 2.20897 -4.26856 -0.43559 1.0893 1.9457 2.9376
N 3.88698 -2.48922 0.12958 0.6988 0.5371 0.6684
C 4.45293 -1.68327 1.21632 0.5157 2.2572 -1.3943
C -6.08887 -1.75534 -3.89542 -1.5345 0.6565 1.7350
H -0.08811 -0.11347 -2.05980 -0.4098 -0.1460 -0.3679
H -2.81812 -0.07798 2.11728 -0.3152 -0.6229 0.0855
C -3.99833 2.34756 -1.64449 0.4829 -0.8174 -2.8501
H 3.02170 -4.98288 -0.56721 0.0728 -0.1092 -0.5280
O -5.03566 -2.21917 -4.59631 2.6773 -0.3786 -0.7624
C 5.84108 -3.73441 -2.52113 -2.6560 -0.1305 -0.3830
H 6.24695 0.83715 -3.54176 0.3871 -0.4398 -0.5184
H 0.93780 1.95176 -6.26100 0.2164 -0.6354 -0.4113
H 1.52653 -0.25598 5.01495 0.3051 -0.6693 0.7828
H 1.45894 -4.72186 0.21252 -0.7835 -0.5211 -0.7203
H 1.90601 3.07727 2.06125 0.2090 -0.0115 0.1573
C 3.96264 2.16059 1.46637 1.1537 -1.3389 -1.6668
O -8.37350 2.27725 -0.04183 1.0927 3.0931 -0.2121
H -8.11958 2.81793 -2.06557 0.0561 -0.3849 -0.0795
H 0.78124 -4.46738 -3.41976 0.4756 1.3446 0.2053
H 3.83883 1.58707 2.38499 -0.7954 -0.1848 0.2224
N 2.93813 2.10299 0.41666 -2.1018 1.8530 2.8786
C -3.19951 -0.39234 -4.31825 -0.4321 -1.9843 2.6094
H -6.36468 -0.72919 -4.13844 -0.1608 0.2299 -0.1841
C -3.86387 1.72042 -3.12575 0.5160 0.7710 1.8727
H 6.94649 2.77806 2.34064 -0.6099 -0.8197 -1.0029
C -3.64607 0.43584 1.62881 0.3648 1.2590 -0.7732
C 1.14205 2.48926 -5.33500 0.8905 -0.5853 1.4558
O 6.61228 -2.44191 1.20070 4.3781 0.0863 1.1908
O -3.54262 1.82943 2.02146 -1.0346 -0.7988 0.8275
H 4.23130 0.55333 4.31579 -0.8220 0.1273 -0.2020
H -0.38573 0.25013 -0.38710 0.0767 1.0778 0.6226
N -5.95825 0.59297 0.90820 -2.1933 -1.7860 0.6115
H 5.37039 1.60594 -2.28899 1.0126 0.7448 0.7760
H -2.11658 -0.27403 -4.35548 0.1990 -0.9594 -0.8105
H 5.51068 -4.64427 -2.02004 0.7036 -0.6252 1.2611
H -6.00080 1.60087 0.95731 0.6344 0.1957 0.2206
H 4.56250 -3.19290 -0.13235 0.3739 -0.2090 -0.2233
C 1.81863 -0.67277 4.05106 -1.8283 -0.2414 -0.7391
H -5.14487 0.22226 2.96740 -1.0774 0.3923 0.3228
H -7.77727 -0.79539 1.23005 0.8860 -0.1782 -0.1486
H -3.06587 0.06490 -2.21952 0.5187 -0.3541 -0.6064
H -9.16696 3.90577 -1.21858 0.2296 -0.0336 0.8762
H -4.79680 1.72888 -1.23491 0.3327 0.0190 0.9076
H 8.06220 -1.39887 2.34784 -0.1191 0.1715 0.0119
H 3.77855 4.34834 1.81342 -0.1270 -0.2244 0.3836
H 8.69230 -1.69763 0.72039 -0.8197 0.3820 -0.6760
C -3.76728 -1.85890 -4.00390 1.8237 -0.3335 -1.0098
H -9.76926 2.29968 -1.53552 -0.0744 -0.1011 -0.4376
H 0.95473 5.43890 -1.79554 -0.2291 0.1623 -0.4264
H 0.58660 -2.34688 -3.89251 -0.8763 -0.1912 1.1666
H -3.64171 -0.13093 -5.27962 -0.3405 0.8835 0.4719
H 0.88774 1.98233 1.16299 0.0847 -0.3304 -0.2765
H 0.77768 -5.46309 -2.07219 -0.3104 0.1629 0.8524
H -5.19010 -1.11376 1.87234 0.1860 -0.0002 -0.3469
H -2.33703 -0.94901 5.95381 -0.1537 -0.1113 1.3895
O 2.26269 -1.32027 -4.49502 0.0636 -0.2575 1.2882
H -4.85343 1.91929 -3.53723 -0.0295 -0.1197 -0.4957
H -5.87238 -1.76183 -2.82716 0.0680 0.1668 0.3576
H 1.30448 -2.69190 3.38273 0.3977 0.1114 0.2248
H 2.64766 1.15254 0.23675 0.2940 -0.9046 -0.7035
Ca 3.07553 -1.78145 -2.26491 0.8135 2.2323 -2.7849
H 6.26759 -2.98870 -1.85022 0.4627 0.0684 0.4981
C 4.50694 3.53747 1.81828 0.5694 -0.2188 -0.2453
H -3.01617 2.41237 -1.17621 -0.0559 -1.0044 0.5251
H -3.76130 -2.08253 -2.93711 -0.5878 0.6578 0.3088
O 0.97381 3.46625 -1.16797 -0.1896 1.3035 1.6787
N -0.32045 -2.03980 4.47311 0.0331 -0.3380 1.8623
H -3.00848 -2.58609 -4.29292 -0.2540 -0.2081 -0.9902
H 1.88313 4.75384 0.24589 0.5456 -0.0341 -0.3251
H -1.23718 -3.29701 3.16601 -0.3241 -0.7192 -0.3103
C 5.57419 0.62207 -2.71155 -2.2503 1.0101 -0.0405
O -4.38257 3.69350 -1.77968 -1.3247 0.8402 1.7217
C 0.79538 -1.74591 3.56720 -0.6794 -0.4994 -0.0814
H 0.79591 3.49293 -5.58182 0.5892 1.4265 -0.2827
H 8.60663 -2.97538 1.80371 -0.6152 -0.3933 0.1803
H -7.97638 0.53090 -1.01710 0.2303 -0.1983 -0.1271
C 5.89338 -1.31690 0.81374 -2.2532 -0.3627 -0.4265
H -0.66315 -4.23071 4.57824 0.9975 0.2141 -0.1071
N -3.55281 0.30490 -3.07122 -2.2144 1.8754 -0.2154
H 4.00600 -0.60037 5.66611 -0.2799 0.3855 0.2344
C 1.18883 3.91468 0.20268 0.4990 -1.9923 -0.0416
H -1.59216 2.39302 2.61891 -0.0758 -0.0877 0.1410
C 6.26403 2.68285 3.18520 0.9907 -0.2945 0.0309
O -3.05547 -2.00839 4.48714 -0.1874 -2.7535 -0.6097
H 0.33192 2.24160 -4.64913 -0.7432 -0.7461 0.3870
H 6.06484 0.00383 -1.95979 0.5235 -0.3692 0.2261
Cu 2.57289 1.79298 -2.40718 0.3776 -1.0384 -1.7108
C 2.72844 -3.16428 0.57481 -0.9899 -1.3698 0.4009
C -7.42416 0.23114 1.13177 -0.6231 3.1509 -1.6504
O 1.63466 -0.20626 -0.98034 -0.1024 0.3117 0.5789
H 5.93195 -1.28644 -0.27515 0.0930 0.7903 -0.0885
H -2.57456 3.44251 1.49516 0.4350 0.4564 0.5839
O 5.20101 3.57970 3.10712 -0.5803 0.5900 -0.6322
H 1.19439 -2.76870 -5.38141 -0.3455 -0.6333 -1.1398
C -1.07717 -3.27939 4.24405 -0.3287 0.3698 -0.2367
C 8.04544 -2.08995 1.50509 -1.2891 -0.8806 0.1664
O 4.63431 -3.29440 -3.09044 0.8598 0.1327 0.3711
H -3.48672 0.49597 0.55220 0.1828 -0.7212 -0.2051
C 0.35858 4.53476 -1.91897 -0.1766 -1.8959 0.1450
H -0.08360 -1.33525 -0.75990 -0.1256 -0.8644 -0.2528
H -4.04852 -1.67196 6.22767 0.0701 0.4353 0.4215
H -6.95585 -2.41037 -3.98124 -0.1248 -0.0688 -0.5460
H -2.42671 -3.40679 6.00287 0.0291 0.3929 0.0604
H 5.14933 -0.85952 4.44646 -0.3081 -0.8548 -0.7776
O 2.39089 2.26251 -4.74691 -1.1791 0.9803 0.3404
C 1.71745 2.68212 1.06305 -0.6911 1.7803 -2.1570
H -0.68019 4.61318 -1.59819 -0.1171 0.6485 0.5169
H -4.79516 5.24544 -0.45953 0.0484 0.0883 -0.3293
C -8.87010 2.85856 -1.27617 0.1729 -0.9742 0.6390
O 1.76935 -3.65017 -1.60392 -1.2188 -1.7813 -1.0530
C -8.31799 0.89698 -0.04890 0.0767 -1.4949 0.3838
C 4.13109 -0.49730 4.58824 -0.3500 -0.5140 0.5428
O 3.07173 -1.26948 3.95403 2.0443 0.9716 0.6848
C -4.98348 4.17486 -0.54009 0.0694 0.6465 -0.6714
H -4.64919 3.77832 0.41860 0.7495 -0.6888 -0.3071
H 4.68724 1.62395 0.85393 1.1967 -0.1076 0.8651
H 0.34295 -1.50843 2.60438 0.3497 0.4888 -0.4240
C 1.38881 -4.69334 -2.54347 -0.0687 -1.2554 0.0789
H -3.03896 -4.08865 4.47909 -0.1155 -0.0433 0.0960
H 0.30510 4.31185 0.70207 -0.7429 -0.1508 -0.3069
H 1.69662 0.21872 3.43587 0.4910 0.0733 -0.6916
H 5.17304 3.72620 0.97639 0.5300 0.5930 0.2291

=====

# 2
143
Properties=species:S:1:pos:R:3:forces:R:3 method="wB97M-V/def2-TZVPD" e_tot_ev=-93979.4603 lumo_energy_ev=-4.3 charge=+1
H 2.37663 0.46402 -3.73781 -0.6058 0.2729 2.5624
C 11.19637 5.43885 -3.54260 0.3241 0.1881 -0.0237
H -0.34322 0.39511 5.24073 0.3960 0.2300 -0.2634
H -0.03443 -1.66441 -2.17415 0.3156 2.0496 1.4324
H 1.05662 -1.00692 -0.77056 -2.1733 0.8843 -1.4545
H 8.70093 5.43957 -0.83889 0.0974 -0.0484 -0.0670
H -4.42758 4.04204 -2.04757 0.0984 0.0658 0.2114
O -4.02441 4.92215 -0.24589 0.1500 -0.1323 0.4762
C -0.70306 -5.22900 -2.74603 0.0412 -0.2504 0.1014
C -5.73829 5.72470 -1.72865 -0.1051 0.0894 -0.2120
H 12.15774 5.93671 -5.41341 0.0954 0.0011 0.0719
H 0.04574 0.36766 -3.49388 0.5523 0.6581 2.4420
H -0.07421 -1.33273 -6.52774 -0.0555 0.0930 -0.2029
C 2.83586 0.58076 2.28447 -1.1334 0.0968 -0.0779
C 7.77626 3.50062 -0.59928 0.3047 0.1262 -0.1456
H 5.16130 -4.51379 2.52033 0.0801 -0.0019 -0.1269
Cl -4.10980 -2.07158 2.26622 0.8146 0.9206 -1.3165
C -10.45414 -4.78477 7.97033 0.2751 0.0876 0.0079
O 7.73420 2.25649 -1.28246 0.0694 -0.4635 -0.0764
C 4.02036 2.24880 -1.35566 0.5049 0.6273 0.4975
O -0.73318 -3.76228 -4.65073 -0.1973 0.3729 -0.0968
H 12.18697 5.60076 -1.87305 -0.3132 -0.3815 -0.1961
C -0.98070 -0.90549 -6.96652 -0.2689 -0.0648 -0.1066
O -7.40254 -3.64369 5.80009 0.4763 -0.0117 0.2582
C 2.13347 2.70194 -6.61989 -0.2672 -0.1822 -0.1963
C -8.20070 -3.07043 4.77507 0.0020 0.1276 -0.3887
H 8.64469 1.91788 -1.33117 -0.4936 0.1959 -0.0062
H 0.69796 -3.64001 -3.18507 0.2189 -0.1154 0.0938
C 4.79602 -4.17190 1.54643 -0.0660 -0.2146 -0.1392
H -1.41589 -4.59688 -2.20649 0.0904 0.0224 0.0752
H -11.54189 -4.71432 7.87742 0.1693 -0.0454 -0.1448
H -1.48040 -3.26755 4.88062 0.0763 -0.0740 0.1792
H 0.88823 0.57254 7.29325 0.0168 0.1412 0.0316
H 13.14604 6.26504 -3.97060 -0.1113 0.0442 -0.0859
C -1.50375 -5.25926 4.03619 0.0584 -0.2135 0.0605
O 4.61695 -1.90541 2.32809 0.0909 0.0528 0.3441
N -4.73580 -0.94719 -0.87113 2.4886 -0.8749 -5.8018
C -2.37892 -0.76453 -0.93410 -0.9551 -0.5273 -1.9281
H 2.67048 -0.21099 -2.00295 -1.1066 1.8084 -0.8029
H -5.05566 6.46425 -2.15986 -0.0667 -0.1942 0.0144
C -2.12406 -1.89611 -6.89070 -0.1094 -0.1853 0.0247
H 6.75512 3.88698 -0.53008 0.0237 -0.2593 -0.0408
H 4.78822 -2.38022 0.34607 0.0001 0.1292 0.1985
C 4.09723 1.22149 -0.08104 0.0634 0.3862 0.4844
H -4.51664 5.33783 0.48277 0.2943 -0.1109 -0.4036
Cl -5.15790 0.16057 3.75084 0.1648 1.0648 -1.5082
H 10.69121 6.40258 -3.42608 -0.1012 0.0129 -0.1929
H 10.48894 4.72933 -3.98182 0.0781 0.0221 0.2355
H 0.43242 2.36304 -5.33521 0.1024 0.0885 -0.0201
O 0.30255 0.88802 4.70590 -0.5415 -0.3022 -0.2301
N -2.69647 -1.07708 -2.38046 -6.3851 0.6562 5.7361
O 2.41214 1.31914 -6.78292 -0.0268 -0.2978 -0.0957
H 9.67941 4.08077 -1.44095 -0.1842 0.1677 0.1536
F -6.06331 -1.02295 -0.51366 2.1869 0.2262 0.1367
H 2.56979 2.50316 1.07180 0.3436 -2.1816 -0.6244
H -6.65501 -3.20974 3.27228 -0.0530 0.1054 -0.0451
H -10.17155 -2.70870 8.48887 -0.0567 -0.1530 0.0481
C 12.42558 5.57227 -4.41760 0.0865 -0.0487 -0.2342
C -0.96426 -3.84571 4.10805 -0.1988 -0.2111 -0.0074
H 12.93250 4.60705 -4.51872 -0.1521 0.1012 -0.0157
H 8.15091 3.33184 0.41496 -0.0557 0.1875 0.0961
H 1.96919 1.00883 2.97684 1.8982 -0.9369 -1.4159
H -4.82078 -1.41570 -3.28559 0.9467 0.6168 2.9168
H 1.63533 2.41876 4.95830 -0.1793 -0.1584 -0.0777
H 0.01709 1.60585 -2.01471 0.9147 -2.0791 -0.5066
H -5.76366 0.64335 1.40692 2.1642 -0.2377 0.9562
H -1.28859 -5.98203 -3.28358 0.1669 0.0859 0.0415
H -8.30426 -3.08459 2.61612 0.0827 -0.0358 0.0143
H -0.99162 -5.82719 3.25259 0.0101 0.0991 0.1556
H 5.01243 1.54218 0.59438 -1.7773 -0.6493 -1.4383
H 0.81504 -5.04233 -4.26641 -0.1573 0.2202 -0.0584
H -10.35912 -3.79269 9.88833 0.0837 0.0462 -0.0447
H -2.09351 -3.18458 2.66493 0.5691 -0.0699 0.1295
C 0.67514 2.89689 -6.25984 -0.1800 0.1769 0.1064
C 5.17382 -2.72419 1.31033 0.1035 -0.2573 0.3274
H -3.14944 2.12172 2.73697 -2.0419 0.3855 -1.5349
O 11.56523 4.95941 -2.25791 0.3177 0.1144 0.3624
H 2.60060 -0.57091 2.14454 0.8442 2.4341 0.4002
H -8.83821 -3.75269 8.96558 -0.0936 -0.0735 0.0605
H 1.82247 2.81322 -1.71609 1.4307 -1.4377 -0.8951
C 1.60426 1.15956 6.70886 0.2105 -0.0045 0.1126
C 2.12704 0.64676 -2.58475 -0.4337 0.8311 -1.1885
C 0.14272 -0.71743 -1.48213 0.7874 -0.8751 -0.8156
H -6.48815 -3.34184 5.66299 -0.4996 -0.2293 0.1621
C 0.11954 -4.40378 -3.71386 -0.2961 -0.0302 0.1888
H 3.70740 -4.28888 1.55566 0.1247 0.0509 -0.0758
H -9.23438 -3.39580 4.92483 0.3207 0.0421 0.1550
H 2.08385 1.88823 7.36858 -0.0537 -0.1161 -0.0019
C 0.91285 1.85120 5.55216 -0.0274 -0.1154 0.3756
H -5.64406 3.78168 -0.78191 -0.1627 -0.1232 -0.1519
O -9.88842 -4.64192 6.67576 0.0562 -0.2237 -0.0799
C 8.66144 4.47362 -1.35033 0.0274 0.0143 0.0123
H -1.87884 -2.80968 -7.44215 0.0380 0.1256 0.2106
H -1.22350 0.01588 -6.42833 0.0069 -0.0037 0.2326
H 0.14313 2.54130 5.91109 0.1373 0.1543 0.0620
H 2.77892 3.08917 -5.82602 0.0245 -0.1942 -0.1277
H 5.21398 -4.81603 0.76759 -0.0314 -0.0179 0.1169
C 2.64303 2.16388 -2.23980 1.0415 0.3054 -0.5658
C -3.63287 -0.43061 1.45873 -1.0891 -0.0742 0.4474
H 0.44490 3.95770 -6.12617 -0.0630 -0.0843 -0.0143
H 2.36361 0.46154 6.34144 -0.0641 0.1715 -0.0057
H 1.84376 0.99628 0.17471 1.4558 0.6049 1.4861
H -1.34128 -3.19126 -4.15058 0.3011 -0.3054 -0.2485
C -4.74131 0.66131 1.97597 -0.2067 1.1891 0.5110
H 0.10468 -3.85523 4.34057 -0.1453 0.1403 -0.1604
H -7.72351 -4.60593 3.33515 -0.1038 0.1496 0.0265
H 2.38081 3.22211 -7.55036 -0.0106 0.2063 0.1020
H -3.99628 2.72463 1.05689 -0.0976 -1.1010 1.9882
H -1.37151 -5.77617 4.99092 -0.0750 -0.0006 -0.1078
O -1.14032 -3.19524 2.85816 -0.1630 0.3617 -0.4392
H -2.34430 -2.15872 -5.85208 -0.0493 -0.0148 -0.1305
H 5.01404 2.16990 -2.00782 -2.2810 -0.0752 1.2922
H 8.28762 4.62721 -2.36794 -0.0762 0.0105 0.1514
H 2.88277 2.69862 -3.27878 -0.6367 -1.0734 2.2716
C -7.69658 -3.51444 3.41747 -0.0057 -0.1144 -0.1866
H -2.57803 -0.08854 1.83280 -1.9498 -0.9256 -0.9819
H 6.26071 -2.59692 1.31266 0.0173 -0.0822 -0.2194
H -4.90905 2.86412 2.73212 1.5588 -1.5926 -1.4255
C -4.14876 2.20848 2.09960 -0.0569 -0.5573 0.4828
H -8.16465 -1.98082 4.86987 -0.1181 0.0608 -0.1042
H -0.86934 -0.36550 0.43964 -0.2689 -0.4399 -1.8354
H 4.97218 -2.21366 3.17945 -0.1840 0.1764 -0.4441
H -2.56875 -5.25507 3.78207 0.0243 0.0071 0.1334
H 4.05217 3.35053 -0.89727 -0.0837 -2.3073 -0.9609
H -6.26484 6.21907 -0.90576 -0.0510 -0.1214 -0.0807
H 1.83990 0.98683 -7.49575 0.2807 0.0893 0.3146
C -4.21578 -1.17712 -2.28530 3.2921 0.5436 2.1156
H 3.87406 0.75105 2.83256 -2.2154 -0.4723 -1.3938
H -1.51612 -0.19652 -8.70019 0.4607 -0.2215 0.1369
O -0.70754 -0.58290 -8.32213 -0.0256 0.3174 -0.2503
C 2.74086 1.35852 0.84183 0.7591 0.2445 -0.0451
H -10.20422 -5.77826 8.35513 -0.1485 -0.0043 0.1684
H 4.31436 0.09740 -0.39540 -0.6290 2.3387 0.5732
C -9.92898 -3.69937 8.88710 -0.0340 0.1571 0.2002
H -3.02770 -1.48065 -7.34855 0.0174 0.0619 0.1015
N -1.06411 -0.59004 -0.57921 -2.6183 0.1128 1.5824
H -6.46833 5.43229 -2.48874 0.0163 0.0959 0.0837
H -0.05998 -5.73390 -2.01959 -0.1221 0.0359 -0.0037
H -8.92290 -4.71441 6.76814 -0.3459 0.1373 -0.1102
H 0.02532 2.49088 -7.04193 0.0660 0.1091 -0.0191
C 0.46489 0.59802 -2.40568 0.8220 -1.3432 -0.9594
N -3.62894 -0.68483 -0.03277 3.3007 0.6221 -0.9354
C -4.96963 4.52005 -1.22631 -0.1952 0.3744 0.0766